Density functional theory data (wB97M-V/def2-TZVPD) for an isolated molecule of C17H18ClN3O2S.

Output
Kohn-Sham gap, hartree: 0.326
Total charge: 0
E_LUMO, eV: 0.403
Calculated total energy, hartree: -1831.73823
Highest occupied orbital energy, eV: -8.5
SMILES: Cc1cc(N2CCOCC2)nc(SCC(=O)c2ccc(Cl)cc2)n1

Structure (XYZ):
```
42
Properties=species:S:1:pos:R:3:forces:R:3
C -0.769809 -2.425135 -2.879126 -0.03 0.03 -0.01
C 0.093372 -1.474333 -2.119702 0.14 0.48 -0.06
N 0.733497 -1.979037 -1.062977 0.53 -0.08 -0.59
C 1.560589 -1.176949 -0.421148 -0.21 -0.15 -0.34
N 1.787311 0.091325 -0.668729 0.12 0.30 0.18
C 1.087903 0.647988 -1.668143 0.09 -0.44 -0.10
N 1.292719 1.974754 -1.866384 0.15 0.04 -0.07
C 0.299246 2.829704 -2.479865 -0.16 0.09 -0.06
H 0.786511 3.469460 -3.224326 -0.13 -0.05 0.00
C -0.362149 3.695819 -1.374662 0.00 0.11 -0.07
H -1.433040 3.800785 -1.553738 0.09 0.08 -0.06
O -0.235300 3.070571 -0.123707 -0.16 -0.11 -0.02
C 1.108582 3.022135 0.313661 0.23 0.02 0.09
H 1.139977 2.232266 1.066034 0.06 0.07 -0.03
C 2.051177 2.690907 -0.859849 0.05 0.11 0.22
H 2.440876 3.599869 -1.325516 0.00 -0.05 0.01
H 2.875269 2.065627 -0.523336 0.00 0.22 -0.02
H 1.391852 3.980187 0.774405 0.00 -0.09 -0.02
H 0.090421 4.697857 -1.346377 -0.06 -0.05 -0.03
H -0.454218 2.224783 -2.978552 0.06 0.04 0.00
C 0.245906 -0.147563 -2.469160 -0.14 -0.08 0.03
H -0.270646 0.244010 -3.328705 -0.05 0.05 -0.07
S 2.346137 -1.892828 0.964553 0.25 -0.20 0.26
C 1.222956 -3.320156 1.131771 0.43 0.07 -0.25
C -0.216795 -3.025850 0.718230 -0.12 -0.66 0.46
O -0.885870 -3.896915 0.205869 -0.08 0.06 0.22
C -0.803439 -1.722030 1.141721 -0.49 0.32 0.13
C -0.315011 -0.970960 2.208058 -0.19 -0.22 -0.10
C -0.853105 0.269806 2.495809 -0.13 0.17 0.02
C -1.885978 0.769433 1.718034 0.19 -0.31 -0.02
C -2.413616 0.017836 0.678241 -0.03 0.05 0.03
C -1.877621 -1.223407 0.404914 0.18 -0.07 0.16
H -2.274081 -1.825069 -0.398490 -0.04 -0.06 -0.10
H -3.232351 0.405906 0.092736 -0.07 0.06 -0.04
Cl -2.531825 2.327426 2.057409 -0.17 0.25 0.11
H -0.469405 0.851721 3.319351 0.00 0.07 0.07
H 0.481775 -1.347608 2.829618 0.04 0.00 0.02
H 1.254356 -3.609656 2.183412 -0.01 -0.01 0.04
H 1.595244 -4.142954 0.521508 -0.20 0.03 0.09
H -1.624788 -1.915734 -3.316409 -0.07 -0.01 -0.07
H -1.097452 -3.221296 -2.215043 -0.06 -0.05 0.02
H -0.187956 -2.876677 -3.682452 0.01 -0.05 -0.06
```
Forces are in eV/Å.

And the Mulliken charges, in e, turn out to be: -1.55, 0.52, -0.30, 0.09, -0.38, 1.30, -0.06, -0.77, 0.38, -0.41, 0.35, -0.27, -0.45, 0.27, -0.84, 0.36, 0.43, 0.37, 0.27, 0.25, -0.90, 0.41, -0.25, -1.01, 0.64, -0.63, 0.37, -0.02, -0.91, 0.46, -0.83, -0.51, 0.50, 0.46, -0.21, 0.46, 0.37, 0.45, 0.46, 0.37, 0.35, 0.40